C25H27N5O4P2PtSSe | ωB97M-V/def2-TZVPD

Positions of all 66 atoms, in Å:
Pt: -0.04807 -0.14772 -0.48732
S: 4.34427 -6.48886 -0.46928
N: 3.32014 -5.94898 -1.57880
C: 2.79323 -4.83172 -1.11525
C: 1.78383 -4.03497 -1.76136
C: 1.19281 -4.39022 -2.97627
C: 0.16902 -3.61354 -3.47060
C: -0.21798 -2.48397 -2.75844
N: 0.37692 -2.11238 -1.63795
C: 1.35488 -2.86599 -1.10956
C: 1.94020 -2.45143 0.15130
N: 1.57909 -1.26011 0.66158
C: 2.02410 -0.89283 1.85559
C: 2.85864 -1.69802 2.62532
C: 3.27943 -2.89952 2.10744
C: 2.84762 -3.27606 0.83197
C: 3.28431 -4.48051 0.17579
N: 4.16854 -5.34253 0.63933
H: 1.54152 -5.27517 -3.49190
H: -0.33861 -3.86701 -4.39031
H: -1.04121 -1.87312 -3.10393
H: 1.73049 0.08812 2.19884
H: 3.15929 -1.37006 3.60949
H: 3.93549 -3.56829 2.64910
C: -0.24039 3.79659 1.95890
P: -0.87237 2.14362 2.32267
C: -0.78721 1.90092 4.10359
C: -2.63537 2.09273 1.89295
C: -2.87278 2.42967 0.42873
P: -2.06189 1.36312 -0.84148
C: -3.32471 0.08777 -1.15533
C: -2.13526 2.51508 -2.25812
H: -0.84540 4.55744 2.45207
H: -0.24180 3.95896 0.88127
H: 0.78533 3.85856 2.32221
H: -1.27631 2.75516 4.57612
H: 0.24664 1.85223 4.44399
H: -1.32182 0.99095 4.37319
H: -3.16015 2.81489 2.52299
H: -2.97760 1.09195 2.15880
H: -2.56472 3.45647 0.22397
H: -3.93977 2.35713 0.20420
H: -4.27071 0.55688 -1.42787
H: -3.44163 -0.49965 -0.24404
H: -3.00488 -0.59425 -1.94380
H: -3.17996 2.67407 -2.52907
H: -1.58948 2.14773 -3.12111
H: -1.69674 3.47193 -1.97626
N: 0.52888 0.60784 -2.47608
C: 0.25957 0.43768 -3.58914
C: -0.03588 0.23222 -4.95492
C: 0.98565 0.01606 -5.88832
C: 0.65869 -0.18545 -7.21521
C: -0.67186 -0.17838 -7.61599
C: -1.69070 0.01880 -6.68899
C: -1.38184 0.22476 -5.36057
H: 2.01958 0.02258 -5.56960
H: 1.44477 -0.34055 -7.94090
H: -0.92113 -0.32523 -8.65836
H: -2.72575 0.01633 -7.00140
H: -2.17252 0.37380 -4.63707
O: -0.70758 -2.99102 2.75392
Se: -1.07971 -1.50201 2.27682
O: -1.35186 -1.56035 0.59199
O: -0.07829 1.10899 1.52914
O: -2.41863 -0.88912 2.93745

Properties
Energy above the lowest of the compared OMol25 structures with the same formula, charge and spin, eV: 0.000
LUMO level (spin up / spin down), eV: -5.984 / -9.078
2S+1: 5
HOMO (spin up / spin down), eV: -14.07 / -14.21
Total charge: +2
<S²>: 6.02
HOMO-LUMO gap (spin up / spin down), eV: 8.1 / 5.1

Here are the natural (NBO) charges for atoms 1 to 4, given in e: 1.41 1.03 -0.58 0.09

---

C25H27O2 | ωB97M-V/def2-TZVPD

Positions of all 54 atoms, in Å:
C: -7.40028 -0.57458 -2.83065
C: -5.93308 -0.40861 -3.19420
C: -5.42836 1.01421 -2.98555
C: -3.94168 1.13067 -3.29056
O: -3.18175 0.28810 -2.43354
C: -1.83170 0.29990 -2.72598
C: -0.96211 -0.49992 -2.11789
H: -7.75444 -1.59615 -2.98568
H: -7.57586 -0.32364 -1.78318
H: -8.03104 0.08421 -3.43016
H: -5.31055 -1.09047 -2.60003
H: -5.76154 -0.70646 -4.23682
H: -6.01395 1.71387 -3.59313
H: -5.60570 1.30875 -1.94516
H: -3.73792 0.82992 -4.32482
H: -3.57899 2.15811 -3.16666
H: -1.49324 0.99567 -3.48223
H: 0.08509 -0.49408 -2.34717
H: -1.30675 -1.19189 -1.37654
C: 4.98266 -5.11111 2.19674
C: 5.58556 -3.88069 2.36913
C: 4.95164 -2.89661 3.08909
C: 3.68922 -3.12112 3.64151
O: 2.95592 -2.10074 4.30795
C: 2.32317 -1.11579 3.51116
C: 0.96473 -1.21359 3.15288
C: 0.39302 -0.32569 2.28468
C: 1.13863 0.74699 1.72834
C: 0.50023 1.60649 0.80854
C: 0.97725 2.74742 0.10002
C: 0.04212 3.49401 -0.64567
C: 0.41682 4.62280 -1.33079
C: 1.72916 5.05832 -1.30267
C: 2.67469 4.34032 -0.59905
C: 2.31288 3.20329 0.07436
C: 2.48651 0.86230 2.15482
C: 3.05873 -0.03706 3.00070
C: 3.10471 -4.37538 3.46977
C: 3.74002 -5.35425 2.74734
H: 5.46989 -5.87342 1.61279
H: 6.54831 -3.69134 1.92306
H: 5.41626 -1.93849 3.22205
H: 0.38698 -2.02551 3.55747
H: -0.64366 -0.43035 2.00467
H: -0.53957 1.37925 0.62830
H: -0.98234 3.16403 -0.67187
H: -0.31495 5.17439 -1.89604
H: 2.02230 5.94451 -1.83884
H: 3.70375 4.66216 -0.58328
H: 3.10047 2.64003 0.52319
H: 3.08596 1.69018 1.84849
H: 4.09134 0.06867 3.28151
H: 2.13042 -4.54509 3.88782
H: 3.26096 -6.30656 2.59184

Properties
Energy above the lowest of the compared OMol25 structures with the same formula, charge and spin, eV: 0.243
LUMO level, eV: -5.773
2S+1: 1
HOMO, eV: -11.31
Total charge: +1
HOMO-LUMO gap, eV: 5.5

Here are the natural (NBO) charges for atoms 1 to 4, given in e: -0.60 -0.40 -0.42 -0.05

---

C25H28BNO6RuSb2 | ωB97M-V/def2-TZVPD

Positions of all 64 atoms, in Å:
Ru: 0.76530 0.72114 0.31941
O: -2.24550 3.95574 -0.82559
C: -1.33970 3.12474 -0.28289
O: -0.75770 2.24904 -1.00609
C: -1.07390 3.21954 1.09901
C: -1.69640 4.08094 2.03751
C: -1.27770 4.06864 3.33681
C: -0.21450 3.22464 3.73871
C: 0.33550 2.39564 2.78441
N: -0.10910 2.35324 1.53371
C: 1.42820 1.38574 3.04901
O: 1.64980 0.98474 4.17391
O: 2.00620 0.91894 1.99411
H: -2.28010 3.83044 -1.78499
H: -2.49350 4.71594 1.68771
H: -1.75520 4.70574 4.06411
H: 0.16720 3.22704 4.74581
C: 1.71610 -2.00336 3.18831
Sb: 0.02070 -1.22196 2.11381
C: -1.27500 -0.68766 3.75581
C: -0.91910 -3.15786 1.53921
C: -2.21690 -2.94956 0.87981
C: -3.37410 -3.00556 1.66011
C: -4.62770 -2.86926 1.10381
C: -4.74940 -2.65906 -0.26399
C: -3.61780 -2.57206 -1.04699
C: -2.33900 -2.70896 -0.50609
C: -1.18050 -2.63686 -1.41889
Sb: -0.39040 -0.58576 -1.72449
C: -2.22230 0.23244 -2.51139
C: 0.49410 -1.05926 -3.63849
H: 1.43750 -2.92366 3.69691
H: 2.02620 -1.25276 3.91461
H: 2.53640 -2.18566 2.49361
H: -1.39790 -1.56586 4.38311
H: -2.24610 -0.34646 3.40051
H: -0.79190 0.10104 4.32761
H: -1.04030 -3.67906 2.48201
H: -0.19610 -3.69066 0.92771
H: -3.27520 -3.19306 2.71881
H: -5.50760 -2.93776 1.72301
H: -5.72410 -2.57386 -0.71679
H: -3.71960 -2.42306 -2.11169
H: -1.46380 -2.91696 -2.43069
H: -0.34670 -3.25716 -1.10489
H: -2.69580 -0.50606 -3.15069
H: -1.96870 1.11944 -3.08569
H: -2.88720 0.50454 -1.69489
H: -0.28620 -1.48416 -4.26419
H: 1.30340 -1.77216 -3.50909
H: 0.87840 -0.14956 -4.09039
O: 3.24440 2.01124 -1.05279
B: 2.36510 0.98404 -0.91859
O: 2.64180 -0.04026 -1.81779
C: 3.73350 0.38264 -2.52639
C: 4.40120 -0.23126 -3.56639
C: 5.43930 0.48864 -4.13779
C: 5.78990 1.75804 -3.68229
C: 5.13270 2.36734 -2.62469
C: 4.09520 1.65524 -2.05699
H: 4.12200 -1.21186 -3.91649
H: 5.98150 0.05504 -4.96289
H: 6.58910 2.28924 -4.17369
H: 5.40200 3.34774 -2.26759

Properties
LUMO level (spin up / spin down), eV: -4.641 / -4.640
2S+1: 2
HOMO (spin up / spin down), eV: -10.78 / -10.78
Total charge: +1
<S²>: 0.77
HOMO-LUMO gap (spin up / spin down), eV: 6.1 / 6.1

Here are the natural (NBO) charges for atoms 1 to 4, given in e: 0.41 -0.63 0.79 -0.63

---

C25H28CaCl2FN7O4S2 | ωB97M-V/def2-TZVPD

Positions of all 70 atoms, in Å:
Ca: 0.79600 -0.66844 -0.63278
C: 3.53051 0.09068 -2.30425
C: 2.84680 -0.94833 -3.19310
N: 1.41150 -0.99294 -2.93996
C: 0.66512 0.04940 -3.62415
C: 0.86186 1.37352 -2.94402
C: 1.05821 2.56273 -3.63891
C: 1.20234 3.73518 -2.91268
C: 1.17956 3.67681 -1.52940
C: 0.99435 2.44104 -0.91514
C: 0.97027 2.28258 0.58025
N: 1.34952 0.94355 1.00498
C: 2.77045 0.80304 1.28135
C: 3.56243 0.90097 -0.01826
N: 3.05106 -0.07717 -0.94940
N: 0.80839 1.34268 -1.62305
H: 3.29115 1.10583 -2.64169
H: 4.62399 -0.03725 -2.37540
H: 3.26557 -1.92537 -2.94513
H: 3.06829 -0.72798 -4.24858
H: 1.05222 -1.89741 -3.22965
H: -0.39942 -0.18939 -3.53657
H: 0.93044 0.12681 -4.69249
H: 1.09897 2.56715 -4.71743
H: 1.34454 4.67855 -3.41681
H: 1.30812 4.56739 -0.93406
H: -0.05567 2.45274 0.91961
H: 1.60299 3.05709 1.04152
H: 0.82069 0.73639 1.84914
H: 2.93716 -0.18103 1.72726
H: 3.13061 1.57173 1.98470
H: 4.63799 0.77009 0.18714
H: 3.42297 1.89828 -0.45528
H: 3.34650 -1.01852 -0.65157
S: 3.49210 -3.14402 -0.55295
C: 2.22064 -3.34541 0.49629
N: 1.14371 -2.59339 0.60541
C: 0.27089 -3.08815 1.53947
C: -0.98439 -2.57056 1.84546
C: -1.76049 -3.19603 2.80269
C: -1.30698 -4.32431 3.47653
C: -0.06595 -4.86216 3.18785
C: 0.70580 -4.24478 2.22110
S: 2.27192 -4.72047 1.62939
H: -1.33054 -1.70628 1.30317
H: -2.74533 -2.81727 3.02877
H: -1.93306 -4.78788 4.22209
H: 0.29596 -5.73615 3.70660
Cl: -2.13758 2.27621 -2.55651
C: -2.61872 3.86728 -1.92373
Cl: -4.22463 3.78392 -1.17793
H: -2.65795 4.57878 -2.74657
H: -1.89865 4.16934 -1.16551
F: -5.77629 -1.53540 3.09706
C: -4.62582 -0.85836 2.94808
C: -4.27314 -0.38236 1.73549
N: -3.11596 0.30839 1.54234
C: -2.74402 0.69266 0.19940
C: -2.33175 -0.60059 -0.63045
O: -3.20710 -1.41525 -0.84463
O: -1.12704 -0.63921 -0.97813
C: -2.21419 0.47224 2.56352
O: -1.12961 1.01196 2.41434
N: -2.61564 0.00830 3.78501
C: -3.78115 -0.68785 4.11856
O: -3.96892 -1.07003 5.24637
H: -4.86992 -0.56849 0.85492
H: -1.89918 1.37830 0.25141
H: -3.60110 1.15959 -0.28703
H: -1.94140 0.11702 4.53600

Properties
Energy above the lowest of the compared OMol25 structures with the same formula, charge and spin, eV: 2.185
LUMO level, eV: 0.018
2S+1: 1
HOMO, eV: -7.25
HOMO-LUMO gap, eV: 7.3

Here are the natural (NBO) charges for atoms 1 to 4, given in e: 1.74 -0.22 -0.24 -0.68

---

no.,calculated total energy (eV)
1,-139992.3753
2,-30449.3092
3,-56482.5784
4,-112877.7572